[1]
Formula: C5H10NO6S
Source: OMol25
Level of theory: ωB97M-V with the def2-TZVPD basis set

Last column: natural (NBO) charge in e.
Cartesian coordinates (Å):
C1 -0.7700 2.1648 0.1209  0.70
C2 -2.3239 -0.1063 -0.0899  -0.45
C3 -0.3144 -0.6783 -1.2638  -0.48
C4 -0.5806 -1.3969 1.0413  -0.41
C5 -0.0931 0.9698 0.3514  -0.06
N1 -0.9420 -0.3177 0.0564  -0.27
O1 -1.1554 3.0403 -0.5730  -0.60
O2 2.6911 -1.2546 0.3995  -1.06
O3 -0.9222 1.7500 1.3461  -0.55
O4 4.5274 0.1373 -0.5509  -1.00
O5 2.7935 1.0642 0.9047  -0.97
O6 2.2730 0.2961 -1.4160  -1.02
S1 3.0939 -0.0197 -0.2785  2.57
H1 -2.5339 0.4555 -1.0017  0.23
H2 -2.9729 -0.9353 -0.0923  0.21
H3 -2.5893 0.6512 0.7524  0.23
H4 -0.4549 -1.6800 -1.3779  0.18
H5 -0.7579 0.0249 -2.0377  0.20
H6 0.8484 -0.4467 -1.2547  0.35
H7 0.4569 -1.7330 0.9290  0.29
H8 -0.6978 -0.8369 1.9957  0.22
H9 -1.3407 -2.1592 0.9451  0.19
H10 1.7649 1.0105 1.0938  0.50

Output
Electronic energy: -1100.8388 Eh
HOMO energy: -5.219 eV
Gap between HOMO and LUMO: 8.092 eV
Max |F|: 0.087 Eh/bohr
Charge: -1

[2]
Formula: C4H8O2
Source: OMol25
Level of theory: ωB97M-V with the def2-TZVPD basis set

Last column: natural (NBO) charge in e.
Cartesian coordinates (Å):
O1 1.7613 -1.0138 0.7184  -0.46
C1 0.8415 -0.5150 0.1950  0.74
C2 0.0096 0.1194 -0.6056  -0.60
C3 0.4785 0.5618 -1.9765  -0.06
O2 -0.0458 -0.2445 -3.0138  -0.71
H1 -1.0468 0.1571 -0.4032  0.26
H2 1.5761 0.6156 -2.0039  0.17
H3 0.0991 1.5697 -2.1772  0.19
H4 0.2304 -1.1531 -2.8393  0.47
C4 -0.7732 -0.0297 2.3726  -0.90
H5 0.1415 -0.1924 2.9515  0.22
H6 -1.5443 0.3942 3.0088  0.22
H7 -1.2162 -1.0407 2.1602  0.23
H8 -0.5116 0.7715 1.6131  0.24

Output
Electronic energy: -307.6226 Eh
HOMO energy: -9.183 eV
Gap between HOMO and LUMO: 9.893 eV
Structure (SMILES): O=C=CCO.C
Max |F|: 0.037 Eh/bohr